Record 1
{
  "formula": "C16H15ClF3N2O4S",
  "method": "the ωB97M-V functional and the def2-TZVPD basis",
  "charge": -1,
  "e_lumo_ev": 2.0,
  "orbital_gap_ev": 6.875,
  "symbols": ["Cl", "H", "H", "O", "C", "C", "C", "H", "C", "C", "C", "N", "C", "H", "C", "H", "H", "O", "C", "C", "C", "C", "F", "C", "H", "H", "C", "H", "S", "H", "H", "F", "C", "H", "H", "C", "H", "H", "N", "O", "F", "O"],
  "positions_angstrom": [[5.795, 1.867, -5.769], [-4.891, -3.783, 1.469], [-1.803, 3.069, -0.433], [-0.848, 1.121, -1.443], [3.598, 0.444, -2.136], [5.646, 0.654, -3.362], [4.970, 0.201, -2.240], [5.463, -0.317, -1.419], [-4.526, -2.005, 2.653], [-2.140, 2.368, 0.343], [-2.657, 3.055, 1.563], [1.588, 0.105, -1.090], [-4.146, -3.374, 2.157], [3.400, -0.348, -0.090], [2.878, 1.083, -3.170], [-2.915, 2.331, 2.332], [-3.561, 3.583, 1.276], [-2.271, -4.013, 0.756], [4.951, 1.320, -4.383], [2.856, 0.037, -0.975], [-0.443, 1.013, -0.306], [3.568, 1.551, -4.286], [0.043, -0.614, 2.746], [-3.368, -1.104, 2.174], [1.323, 0.657, 0.952], [1.794, 1.224, -3.069], [-2.837, -3.132, 1.401], [-3.975, -4.064, 2.986], [0.597, -1.549, 0.304], [-5.460, -1.645, 2.214], [3.055, 2.106, -5.072], [0.200, -2.786, 2.466], [0.701, -1.594, 2.092], [6.709, 0.506, -3.452], [-1.917, 3.759, 1.945], [0.803, 0.220, 0.089], [-2.867, 1.662, -0.077], [-4.569, -1.980, 3.742], [-2.451, -1.820, 1.490], [-0.975, 1.615, 0.765], [2.018, -1.539, 2.497], [-3.334, 0.116, 2.362]]
}


Record 2
{
  "formula": "C16H15ClN2O2SeTc",
  "method": "the ωB97M-V functional and the def2-TZVPD basis",
  "charge": 2,
  "relative_energy_ev": 0.0000,
  "spin_multiplicity": 4,
  "e_lumo_ev": [-6.8, -10.0],
  "orbital_gap_ev": [8.321, 5.114],
  "symbols": ["C", "H", "C", "C", "O", "H", "C", "C", "O", "H", "C", "H", "C", "H", "C", "H", "C", "H", "C", "N", "Cl", "H", "H", "H", "N", "H", "C", "H", "C", "C", "C", "C", "C", "Tc", "H", "H", "Se", "H"],
  "positions_angstrom": [[0.588, 1.058, -1.047], [3.054, 1.576, -2.251], [2.242, -0.509, -2.564], [-2.546, -1.218, -1.204], [2.036, 1.645, 2.066], [-0.490, 0.251, 2.523], [-2.893, 2.047, 2.418], [2.058, 0.936, 1.151], [-0.217, 1.825, -1.405], [4.553, 0.404, -0.265], [-3.054, 0.506, 0.558], [-3.529, -1.698, -1.163], [-4.732, 2.177, 0.755], [-4.629, 0.736, -0.912], [-4.088, 2.630, 1.935], [1.490, -0.391, -3.340], [-2.405, 0.958, 1.700], [4.431, -1.992, 0.958], [-4.199, 1.103, 0.022], [-2.273, -0.542, 0.051], [4.078, -0.564, 2.648], [-2.508, -0.503, -2.035], [-5.648, 2.680, 0.428], [-1.771, -1.980, -1.345], [-1.232, 0.168, 1.826], [-4.551, 3.465, 2.472], [4.142, -2.477, 0.010], [3.462, -3.298, 0.241], [-1.167, -0.736, 0.804], [3.071, 0.524, -1.983], [2.552, -1.736, -1.911], [3.878, -0.074, -0.964], [3.551, -1.479, -0.893], [1.809, -0.232, -0.382], [2.136, -2.712, -2.127], [5.036, -2.891, -0.459], [0.134, -2.052, 0.372], [-2.368, 2.395, 3.311]]
}


Record 3
{
  "formula": "C16H15F5IrN7O9P2S2",
  "method": "the ωB97M-V functional and the def2-TZVPD basis",
  "charge": 1,
  "relative_energy_ev": 0.0000,
  "spin_multiplicity": 2,
  "e_lumo_ev": [-2.6, -5.2],
  "orbital_gap_ev": [8.690, 6.671],
  "symbols": ["N", "O", "N", "S", "C", "H", "F", "C", "N", "F", "C", "H", "C", "H", "O", "O", "H", "H", "C", "H", "N", "F", "P", "O", "C", "H", "O", "H", "C", "O", "H", "H", "H", "H", "C", "S", "F", "N", "F", "C", "C", "O", "Ir", "P", "O", "C", "C", "N", "C", "O", "H", "H", "C", "H", "N", "C", "C"],
  "positions_angstrom": [[0.563, -0.212, -1.730], [2.597, 0.865, 3.095], [2.852, -2.989, 2.351], [-2.339, -2.034, -0.202], [-6.091, -1.807, -1.710], [0.497, 0.482, -5.640], [1.724, 6.623, 0.522], [-3.864, -0.260, -1.223], [0.452, 0.827, -2.538], [-0.078, 4.746, 1.111], [3.237, 3.739, -1.037], [3.335, 1.040, 3.696], [-2.572, 0.391, -0.860], [-0.261, 1.716, -4.811], [-2.280, 1.538, -1.131], [-2.484, -2.523, 1.152], [-4.946, 1.387, -2.061], [1.725, -2.706, 4.859], [-6.081, -0.456, -2.050], [1.556, -0.952, 4.789], [-1.761, -0.482, -0.164], [2.561, 1.548, -1.184], [2.900, -0.344, 2.110], [-0.217, -0.501, 2.297], [-4.965, 0.335, -1.811], [3.822, -2.616, 2.256], [4.315, -0.780, 2.093], [3.169, -1.672, 4.742], [3.045, 5.046, -0.614], [2.220, -0.018, 0.794], [-1.340, -3.070, 2.653], [-6.959, -0.018, -2.504], [-4.986, -3.454, -0.852], [2.812, -3.818, 2.943], [2.134, -1.795, 4.416], [-0.132, 2.023, 0.503], [4.317, 3.429, -1.741], [0.545, 0.316, -3.714], [3.934, 5.969, -0.909], [2.311, 2.763, -0.734], [0.993, 4.397, 0.413], [-0.434, -2.971, 3.025], [0.212, -0.158, 0.276], [0.367, -1.918, 2.203], [-1.587, -2.838, -1.124], [0.731, -1.305, -2.486], [-3.890, -1.600, -0.894], [0.720, -0.989, -3.767], [2.040, -1.837, 2.901], [0.593, -2.263, 0.721], [-6.975, -2.398, -1.906], [0.818, -2.304, -2.093], [1.154, 3.051, 0.007], [2.512, -3.219, 1.410], [0.551, 1.109, -4.845], [-4.985, -2.407, -1.121], [1.912, 5.377, 0.118]]
}